[1]
{
  "formula": "C13H18LaN6P",
  "method": "ωB97M-V with the def2-TZVPD basis set",
  "elements": ["La", "C", "N", "C", "C", "N", "C", "P", "C", "N", "C", "C", "N", "C", "C", "N", "C", "C", "N", "C", "H", "H", "H", "H", "H", "H", "H", "H", "H", "H", "H", "H", "H", "H", "H", "C", "H", "H", "H"],
  "coordinates": [[-0.42, -0.32, 0.21], [4.17, 0.78, -3.74], [3.05, 0.07, -3.18], [2.54, -1.10, -3.62], [1.50, -1.41, -2.80], [1.36, -0.44, -1.86], [2.32, 0.46, -2.11], [2.74, 2.02, -1.24], [1.06, 2.77, -1.13], [-0.09, 2.23, -0.72], [-1.02, 3.22, -0.82], [-0.43, 4.36, -1.29], [0.88, 4.06, -1.48], [1.90, 4.96, -1.96], [2.85, 1.35, 0.47], [1.98, 0.59, 1.15], [2.55, 0.38, 2.37], [3.76, 1.02, 2.42], [3.94, 1.62, 1.23], [5.07, 2.41, 0.83], [4.55, 0.24, -4.60], [4.97, 0.88, -3.01], [3.88, 1.78, -4.06], [2.94, -1.63, -4.46], [0.85, -2.26, -2.84], [-2.05, 3.07, -0.56], [-0.85, 5.32, -1.49], [1.45, 5.93, -2.17], [2.36, 4.57, -2.87], [2.68, 5.09, -1.21], [2.07, -0.20, 3.13], [4.47, 1.07, 3.22], [5.79, 2.45, 1.65], [4.77, 3.43, 0.58], [5.56, 1.97, -0.05], [-2.49, -1.85, 1.13], [-2.89, -1.46, 2.07], [-2.18, -2.88, 1.32], [-3.32, -1.89, 0.42]],
  "lowdin_charge": [2.10, -0.01, -0.12, -0.02, -0.11, -0.09, -0.45, 1.20, -0.45, -0.09, -0.12, -0.02, -0.12, -0.01, -0.45, -0.09, -0.11, -0.02, -0.12, -0.01, 0.11, 0.10, 0.10, 0.14, 0.11, 0.11, 0.14, 0.11, 0.10, 0.10, 0.11, 0.14, 0.11, 0.10, 0.10, -0.37, -0.06, -0.06, -0.06],
  "homo_energy_ev": -13.96,
  "total_charge": 2,
  "lumo_energy_ev": -6.86,
  "fmax_ha_per_bohr": 0.036,
  "e_tot_ha": -1207.15324
}

---

[2]
{
  "formula": "C2H4O2S",
  "method": "ωB97M-V with the def2-TZVPD basis set",
  "elements": ["C", "C", "O", "O", "S", "H", "H", "H", "H"],
  "coordinates": [[-0.02, -0.68, -0.19], [-0.73, 0.48, 0.03], [3.31, 1.44, 0.37], [3.13, -1.00, 0.36], [2.80, 0.27, -0.28], [0.29, -1.18, 0.62], [0.60, -0.83, -0.97], [-0.95, 1.27, -0.65], [-1.20, 0.81, 0.90]],
  "lowdin_charge": [-0.08, -0.01, -0.42, -0.42, 0.88, 0.01, -0.02, 0.04, 0.03],
  "homo_energy_ev": -10.45,
  "total_charge": 0,
  "lumo_energy_ev": -1.07,
  "fmax_ha_per_bohr": 0.115,
  "e_tot_ha": -627.19636
}

---

[3]
{
  "formula": "C9H16ClI2LuN3O2P",
  "method": "ωB97M-V with the def2-TZVPD basis set",
  "elements": ["I", "I", "Lu", "P", "C", "C", "H", "H", "H", "C", "H", "H", "H", "H", "H", "H", "C", "O", "Cl", "C", "N", "C", "C", "C", "N", "C", "O", "N", "H", "H", "H", "H", "H", "H", "H"],
  "coordinates": [[-3.32, 3.13, 0.41], [-0.24, 3.93, 1.07], [-0.59, 1.13, 0.46], [-0.31, 0.94, -2.66], [1.06, 1.72, -3.58], [-0.81, -0.29, -3.91], [-2.57, 1.79, -2.59], [-1.69, 2.41, -4.00], [-1.43, 3.07, -2.36], [-1.61, 2.17, -2.94], [-1.72, -0.80, -3.59], [-1.00, 0.19, -4.88], [0.72, 2.02, -4.59], [1.89, 1.01, -3.66], [-0.03, -1.04, -4.05], [1.41, 2.60, -3.03], [1.69, 0.91, -0.49], [2.84, 0.92, -0.56], [-2.34, -0.43, -0.54], [1.54, -0.16, 4.64], [0.97, -0.95, 3.57], [0.67, -2.27, 3.77], [0.11, -3.02, 2.78], [-0.13, -2.37, 1.53], [0.04, -1.02, 1.39], [0.55, -0.35, 2.45], [0.61, 0.94, 2.33], [-0.52, -3.04, 0.44], [0.88, -0.16, 5.49], [1.71, 0.86, 4.34], [2.48, -0.59, 4.95], [0.89, -2.60, 4.77], [-0.10, -4.08, 2.92], [-0.75, -4.01, 0.52], [-0.86, -2.56, -0.40]],
  "lowdin_charge": [0.46, 0.46, 0.85, 0.69, -0.28, -0.26, 0.01, 0.06, 0.01, -0.32, 0.03, 0.07, 0.06, 0.05, 0.05, 0.05, -0.11, 0.16, -0.14, 0.03, -0.03, 0.03, 0.05, -0.32, 0.04, -0.50, -0.24, 0.20, 0.11, 0.10, 0.11, 0.15, 0.14, 0.13, 0.07],
  "homo_energy_ev": [-14.91, -14.91],
  "total_charge": 2,
  "lumo_energy_ev": [-10.66, -10.67],
  "fmax_ha_per_bohr": 0.084,
  "e_tot_ha": -3299.35946
}

---

[4]
{
  "formula": "C23H49MnN3P4Se",
  "method": "ωB97M-V with the def2-TZVPD basis set",
  "elements": ["Mn", "P", "P", "P", "H", "C", "C", "H", "C", "C", "C", "C", "C", "C", "C", "C", "C", "H", "H", "H", "H", "H", "H", "H", "H", "H", "H", "H", "H", "H", "H", "H", "H", "H", "H", "H", "H", "H", "H", "H", "H", "H", "H", "H", "H", "H", "C", "C", "C", "C", "C", "C", "Se", "H", "H", "H", "H", "H", "H", "C", "N", "C", "N", "C", "N", "C", "P", "C", "C", "H", "H", "H", "H", "H", "H", "H", "H", "H", "H", "H", "H"],
  "coordinates": [[-0.83, 0.83, 0.64], [-2.51, 1.18, -0.92], [-0.99, 2.45, 2.30], [-2.23, -0.89, 1.77], [3.90, -7.15, -2.65], [2.94, -7.68, -2.66], [2.20, -7.77, -3.78], [2.55, -7.34, -4.73], [-2.15, 2.27, -2.36], [-3.87, 2.22, -0.18], [-3.48, -0.18, -1.69], [0.26, 2.23, 3.64], [-0.66, 4.13, 1.65], [-2.57, 2.58, 3.22], [-2.26, -2.57, 1.03], [-4.04, -0.57, 2.00], [-1.76, -1.30, 3.50], [2.61, -8.14, -1.72], [1.24, -8.30, -3.80], [-1.34, 1.85, -2.97], [-1.85, 3.27, -2.01], [-3.04, 2.38, -2.99], [-3.48, 3.19, 0.16], [-4.35, 1.72, 0.67], [-4.64, 2.41, -0.94], [-2.80, -0.77, -2.32], [-4.28, 0.24, -2.31], [-3.92, -0.84, -0.93], [0.21, 3.10, 4.30], [1.27, 2.14, 3.21], [0.04, 1.32, 4.22], [-0.91, 4.85, 2.44], [-1.29, 4.33, 0.77], [0.40, 4.24, 1.38], [-2.46, 3.42, 3.92], [-2.77, 1.66, 3.78], [-3.40, 2.79, 2.53], [-3.06, -3.17, 1.50], [-1.30, -3.08, 1.18], [-2.46, -2.51, -0.05], [-4.45, -1.38, 2.62], [-4.57, -0.57, 1.04], [-4.20, 0.39, 2.51], [-2.58, -1.86, 3.97], [-1.57, -0.39, 4.09], [-0.85, -1.91, 3.50], [1.50, -2.42, 0.87], [1.13, -2.78, -0.43], [1.54, -4.01, -0.98], [2.29, -4.91, -0.21], [2.64, -4.57, 1.10], [2.24, -3.35, 1.65], [1.09, -0.72, 1.63], [-1.08, -0.10, -0.62], [0.53, -2.08, -1.01], [1.26, -4.27, -2.00], [2.61, -5.86, -0.64], [3.22, -5.27, 1.71], [2.50, -3.10, 2.67], [3.39, 3.64, -1.10], [3.53, 2.33, -0.44], [3.79, 1.25, -1.43], [2.76, 1.25, -2.49], [2.64, 2.58, -3.11], [2.30, 3.61, -2.10], [0.97, 3.49, -1.53], [0.86, 1.79, -0.59], [2.40, 2.07, 0.43], [1.46, 0.77, -2.04], [4.32, 3.88, -1.63], [3.18, 4.40, -0.33], [3.86, 0.26, -0.94], [4.78, 1.44, -1.89], [1.86, 2.54, -3.89], [3.60, 2.88, -3.56], [0.77, 4.32, -0.83], [0.22, 3.54, -2.34], [2.25, 2.91, 1.14], [2.61, 1.15, 1.02], [0.73, 0.83, -2.87], [1.53, -0.28, -1.74]],
  "lowdin_charge": [-0.13, 0.75, 0.74, 0.76, 0.05, -0.11, -0.07, 0.06, -0.21, -0.21, -0.21, -0.22, -0.22, -0.22, -0.21, -0.23, -0.24, 0.05, 0.06, 0.05, 0.05, 0.09, 0.05, 0.03, 0.08, 0.07, 0.08, 0.03, 0.08, 0.04, 0.05, 0.08, 0.05, 0.04, 0.08, 0.05, 0.04, 0.08, 0.04, 0.05, 0.08, 0.04, 0.04, 0.08, 0.03, 0.04, -0.57, -0.12, -0.01, 0.01, -0.01, -0.08, 0.95, -0.02, 0.08, 0.13, 0.11, 0.14, 0.11, -0.13, -0.14, -0.12, -0.13, -0.13, -0.13, -0.24, 0.92, -0.34, -0.29, 0.15, 0.14, 0.14, 0.15, 0.14, 0.15, 0.09, 0.08, 0.09, 0.02, 0.10, 0.07],
  "homo_energy_ev": [-15.18, -15.18],
  "total_charge": 3,
  "lumo_energy_ev": [-10.64, -11.56],
  "fmax_ha_per_bohr": 0.059,
  "e_tot_ha": -5986.85334,
  "multiplicity": 5,
  "s2": 6.245
}

---

[5]
{
  "formula": "C2H5BO",
  "method": "ωB97M-V with the def2-TZVPD basis set",
  "elements": ["B", "C", "C", "O", "H", "H", "H", "H", "H"],
  "coordinates": [[2.21, -0.08, -0.05], [-1.86, -0.17, -0.06], [-0.58, 0.30, 0.07], [0.38, -0.59, -0.02], [2.18, 1.08, -0.12], [2.96, -0.87, -0.13], [-2.80, 0.26, 0.03], [-2.10, -1.27, -0.15], [-0.39, 1.35, 0.43]],
  "lowdin_charge": [0.36, 0.00, -0.37, -0.17, 0.01, -0.02, 0.00, 0.07, 0.11],
  "homo_energy_ev": -8.14,
  "total_charge": 0,
  "lumo_energy_ev": -0.74,
  "fmax_ha_per_bohr": 0.139,
  "e_tot_ha": -179.16797
}